DFT (ωB97M-V/def2-TZVPD) results for a 5-piece molecular cluster, C32H72BrN4 overall at a distorted geometry.

Positions of all 109 atoms, in Å:
C: 21.81548 -28.63114 -28.27285
C: 20.84935 -27.52818 -27.89305
C: 20.02179 -27.90297 -26.62342
N: 19.45165 -26.67991 -25.91026
C: 18.56425 -25.82658 -26.88313
C: 18.54624 -27.03811 -24.70216
C: 18.71044 -25.91179 -23.70736
C: 20.16096 -25.44096 -23.84274
C: 20.60659 -25.82354 -25.25847
H: 22.46081 -28.64633 -27.39454
H: 22.32691 -28.34992 -29.19342
H: 21.31491 -29.55828 -28.55202
H: 20.11310 -27.45188 -28.69319
H: 21.44930 -26.64305 -27.68159
H: 20.75819 -28.19810 -25.87595
H: 19.25790 -28.65308 -26.82813
H: 17.95322 -25.12180 -26.31917
H: 17.90359 -26.45653 -27.47878
H: 19.21677 -25.27695 -27.56151
H: 17.56372 -27.43402 -24.95909
H: 18.95568 -27.93068 -24.22911
H: 17.97566 -25.12846 -23.89334
H: 18.37981 -26.22956 -22.71851
H: 20.18692 -24.35174 -23.81045
H: 20.89341 -25.85596 -23.15035
H: 20.86962 -24.93918 -25.83884
H: 21.49004 -26.43627 -25.07910
C: 14.95493 -18.19387 -28.27080
C: 14.50441 -17.96228 -26.77420
C: 15.62734 -17.71059 -25.78016
N: 15.15755 -17.15884 -24.35875
C: 14.05690 -18.13358 -23.68815
C: 14.45364 -15.74082 -24.44246
C: 14.69623 -15.06836 -23.13730
C: 15.74181 -15.83326 -22.40770
C: 16.30528 -16.84220 -23.39434
H: 15.65570 -17.39234 -28.50438
H: 14.09636 -18.08094 -28.93278
H: 15.59115 -19.05976 -28.45401
H: 14.02006 -18.90214 -26.50933
H: 13.65133 -17.29435 -26.65493
H: 16.36963 -16.96178 -26.05655
H: 16.24661 -18.59030 -25.60489
H: 14.49473 -19.06483 -23.32874
H: 13.27425 -18.29413 -24.42963
H: 13.61919 -17.66852 -22.80484
H: 13.39662 -15.74866 -24.70847
H: 15.01500 -15.23025 -25.22495
H: 13.75786 -15.14056 -22.58743
H: 14.93096 -14.00484 -23.18118
H: 15.42423 -16.52004 -21.62311
H: 16.50444 -15.09493 -22.15996
H: 16.68547 -17.79242 -23.01930
H: 17.14524 -16.42662 -23.95099
C: 27.56030 -10.32321 -30.54484
C: 25.97867 -10.22192 -30.52782
C: 25.24203 -11.52522 -30.99324
N: 23.68512 -11.55177 -30.89455
C: 23.05953 -11.26896 -29.51129
C: 23.14955 -12.84527 -31.47010
C: 21.78365 -12.49755 -32.07303
C: 21.69047 -10.95114 -32.13998
C: 23.10698 -10.44940 -31.82798
H: 27.97974 -9.67083 -29.77896
H: 27.96215 -9.96073 -31.49100
H: 28.08414 -11.25421 -30.32819
H: 25.74751 -9.40631 -31.21298
H: 25.72189 -9.83402 -29.54208
H: 25.66936 -12.36654 -30.44766
H: 25.50394 -11.61912 -32.04712
H: 23.56240 -10.38389 -29.12162
H: 23.37301 -12.10331 -28.88384
H: 21.97759 -11.14631 -29.56081
H: 23.21382 -13.69562 -30.79123
H: 23.79072 -12.88130 -32.35084
H: 21.03447 -13.00661 -31.46666
H: 21.67106 -12.97744 -33.04520
H: 21.03458 -10.41972 -31.45042
H: 21.31973 -10.78727 -33.15181
H: 23.15846 -9.45877 -31.37623
H: 23.73305 -10.33347 -32.71267
C: 27.06019 -11.57732 -22.21948
C: 27.47387 -10.09328 -22.04941
C: 27.22545 -9.56457 -20.66057
N: 27.59789 -8.13727 -20.35202
C: 26.80221 -7.10279 -21.22450
C: 27.32166 -7.93148 -18.83924
C: 28.44507 -8.65980 -18.05272
C: 29.59909 -8.49320 -19.02057
C: 29.07242 -7.75145 -20.34332
H: 27.40577 -12.00043 -23.16269
H: 25.97538 -11.67021 -22.16787
H: 27.44442 -12.16201 -21.38366
H: 26.97660 -9.44986 -22.77525
H: 28.55976 -10.04245 -22.12914
H: 27.46446 -10.29145 -19.88428
H: 26.16762 -9.51414 -20.40256
H: 27.18143 -7.17455 -22.24388
H: 27.00769 -6.11362 -20.81532
H: 25.73808 -7.33267 -21.27801
H: 27.33166 -6.89674 -18.49675
H: 26.28347 -8.25422 -18.76100
H: 28.61424 -8.25165 -17.05628
H: 28.25187 -9.71990 -17.88850
H: 30.27972 -7.81329 -18.50817
H: 30.12334 -9.41394 -19.27649
H: 29.17592 -6.66650 -20.32618
H: 29.43570 -8.18032 -21.27722
Br: 22.66325 -18.26175 -25.95722

Atomic forces in eV per Å
-0.258 0.434 0.039
-1.615 -0.615 0.303
1.571 1.065 0.199
-1.412 1.100 -0.307
0.982 -0.193 0.465
1.243 -1.220 0.255
-1.024 0.130 0.128
-0.518 0.752 -0.554
-0.464 -0.524 0.284
0.589 -0.992 -0.482
0.396 0.179 0.322
0.072 -0.204 0.664
0.214 0.870 -0.206
-0.400 0.308 -0.325
-0.281 -0.914 -0.014
-0.038 0.191 0.240
0.246 -0.132 0.182
0.202 -0.318 0.296
0.022 -0.105 0.139
-0.176 0.916 -0.594
0.685 -0.093 -0.203
0.306 0.388 -0.410
0.528 -0.314 0.100
0.131 -0.081 0.522
-0.495 0.038 0.280
-0.280 -0.401 -0.384
-0.142 -0.281 -0.949
0.633 1.726 1.171
-0.341 -1.597 -0.396
0.220 0.929 1.331
-2.294 -0.325 0.269
1.222 0.971 -0.469
1.227 -0.490 -1.660
-1.985 0.093 1.105
1.553 -1.245 0.037
0.379 -0.483 -1.350
-0.161 0.380 -0.289
0.186 -0.442 0.028
-0.686 -0.450 0.275
0.115 -0.282 0.317
0.433 0.710 -0.417
-0.303 0.281 -0.428
-0.339 -0.227 0.290
0.310 0.060 -0.511
0.264 -0.030 0.071
0.176 0.424 -0.212
0.219 -0.639 -0.154
-0.142 -0.082 -0.243
-0.017 0.305 0.244
-0.009 -0.171 -0.453
-0.335 1.141 0.755
0.221 -0.724 0.801
-0.240 0.108 0.382
-0.236 0.060 -0.490
-0.182 0.306 -0.082
0.627 -0.218 -0.081
0.409 1.052 1.016
-0.266 1.638 0.223
1.940 -0.490 -0.352
0.550 1.471 -1.647
-0.587 -0.721 1.407
0.179 -0.328 -0.309
0.117 -0.488 -0.572
-0.297 0.298 -0.044
-0.115 -0.109 -0.052
-0.741 -0.504 -0.119
-0.186 -0.035 -0.070
-0.395 -0.511 0.109
-0.439 -0.166 0.025
-0.421 -0.344 -0.016
-0.331 0.079 -0.084
-0.394 -0.038 0.087
0.284 -0.163 -0.229
0.157 0.271 -0.073
0.325 -1.141 0.226
-0.390 0.515 0.095
0.238 0.292 -0.061
-0.423 -0.672 -0.008
0.375 0.846 0.102
-0.145 -0.318 0.514
0.137 -0.611 -0.043
-0.329 0.720 0.548
0.649 -0.219 0.262
-2.039 -0.155 0.601
0.228 2.395 1.357
0.864 -1.147 0.357
-1.190 -0.651 0.319
-1.302 -0.706 -1.036
1.026 1.536 -0.913
-0.127 -2.370 0.428
0.039 0.138 0.140
-0.055 -0.021 -0.145
0.203 -0.119 -0.140
0.242 -0.090 -0.203
0.121 0.076 -0.746
1.308 0.406 0.069
-0.539 -0.043 -0.675
0.194 0.046 0.148
-0.152 -0.187 -0.002
0.114 -0.097 0.502
0.162 0.299 -0.926
0.094 -0.263 0.681
-0.058 0.346 -0.311
-0.298 0.046 -0.082
0.515 -0.171 -0.480
-0.099 0.116 0.091
-0.169 -0.198 0.051
0.648 0.322 0.178
-0.224 0.095 -0.023

Results
HOMO energy, eV: -9.5223
Total charge: +3
Orbital gap, hartree: 0.192
LUMO, eV: -4.30
Energy above the lowest of the compared OMol25 structures with the same formula, charge and spin, kcal per mole: 90.19